Record 1
Entry from OMol25: a molecular structure, C61H74BaCl7N14O4S (ωB97M-V with the def2-TZVPD basis set).

```
162
Properties=species:S:1:pos:R:3:forces:R:3:mulliken_charge:R:1
Ba 0.41856 1.13508 0.20751 -0.013 0.013 -0.400 1.033
Cl -0.61527 1.38585 -3.20189 -0.012 0.101 0.105 0.689
C 0.88282 0.93517 -4.00660 0.086 -0.006 -0.219 -1.172
C 2.06130 1.02344 -3.28380 0.000 0.004 -0.019 -0.117
C 3.18925 0.77245 -4.04646 -0.128 0.005 -0.142 1.579
Cl 4.78010 1.01222 -3.31258 0.021 0.031 0.068 -0.238
C 3.18103 0.38006 -5.38928 0.055 -0.014 0.062 -0.256
Cl 4.64200 0.03781 -6.25842 -0.036 0.037 0.048 -0.193
C 1.95798 0.26267 -6.04531 0.029 0.026 0.064 0.090
Cl 1.88782 -0.23100 -7.69976 0.011 0.016 0.027 -0.231
C 0.79137 0.56596 -5.34808 -0.084 0.005 0.036 -0.039
Cl -0.73621 0.48679 -6.16635 0.012 -0.025 0.009 -0.198
C -2.73450 -4.20288 4.43666 -0.281 0.072 0.066 -0.667
N -2.76767 -2.76053 4.58129 0.370 -0.024 0.090 0.545
C -2.78290 -2.33200 5.97319 -0.136 -0.027 -0.108 -1.175
C -2.09719 -1.93328 3.65119 -0.320 -0.060 0.342 -0.345
N -1.13314 -2.29201 2.86844 -0.149 0.136 -0.216 0.397
C -0.31892 -3.34341 3.29834 0.159 0.009 0.060 -0.490
C 0.07088 -3.33830 4.62733 0.396 0.049 -0.101 0.016
C 0.81122 -4.38221 5.20048 -0.066 0.118 0.014 -1.261
C 1.16749 -5.45549 4.44283 0.055 -0.035 0.049 -0.973
C 0.87989 -5.47804 3.05667 -0.149 0.146 -0.094 1.827
C 1.36095 -6.56653 2.28775 0.072 -0.028 0.000 -1.266
C 1.22342 -6.56606 0.93286 -0.011 0.050 -0.051 -0.892
C 0.59363 -5.48682 0.29513 0.054 -0.053 0.118 -0.180
C 0.03568 -4.42936 0.99735 0.169 -0.111 -0.153 -0.433
N -0.44891 -3.35408 0.26198 -0.078 0.287 0.400 0.794
C -1.09602 -3.49236 -0.84137 -0.075 -0.217 -0.206 0.058
N -1.93071 -4.55940 -1.19765 0.276 0.014 0.028 0.433
C -1.77593 -5.16700 -2.50994 -0.075 0.077 0.023 -1.267
C -2.42036 -5.48002 -0.19569 -0.163 0.065 -0.129 -0.738
N -0.99620 -2.52987 -1.81324 0.127 0.279 0.075 0.205
C 0.10362 -1.57804 -1.77455 -0.255 -0.497 0.167 0.462
C -2.12324 -2.10358 -2.62747 -0.021 0.023 -0.045 -0.753
C 0.15964 -4.40336 2.43861 0.109 0.088 -0.043 -0.727
N -2.60855 -0.66358 3.65228 -0.112 0.041 -0.212 0.923
C -1.93573 0.44828 3.00574 0.160 -0.225 0.082 -0.565
C -3.98828 -0.37150 4.01232 0.082 -0.018 0.036 -1.385
H -3.66700 -4.61529 4.83184 -0.051 0.035 -0.009 0.424
H -1.89690 -4.67023 4.96214 -0.070 -0.017 0.012 0.222
H -2.66176 -4.46050 3.38819 0.011 -0.084 -0.222 0.058
H -1.97137 -2.81113 6.53645 -0.033 -0.018 -0.004 0.335
H -3.73247 -2.60259 6.44590 0.015 0.017 -0.022 0.277
H -2.65560 -1.25305 6.03870 -0.009 -0.064 0.016 0.350
H -0.21795 -2.48823 5.23514 0.103 -0.051 -0.040 0.794
H 1.08017 -4.33379 6.24943 0.005 0.005 -0.015 0.372
H 1.72853 -6.27910 4.87166 -0.039 0.028 -0.046 0.396
H 1.88772 -7.36866 2.79420 -0.047 0.055 -0.009 0.365
H 1.62660 -7.37799 0.33827 -0.002 0.020 0.005 0.399
H 0.55819 -5.45147 -0.78936 0.017 -0.012 0.059 0.446
H -1.21197 -4.50983 -3.16634 -0.027 -0.012 0.003 0.371
H -2.75146 -5.36511 -2.96373 0.012 0.007 0.012 0.329
H -1.23913 -6.12078 -2.42925 0.009 -0.005 0.023 0.372
H -2.54115 -4.95859 0.74371 -0.045 0.119 0.258 -0.002
H -1.75027 -6.32949 -0.03158 0.003 -0.014 -0.031 0.332
H -3.39552 -5.86067 -0.51227 -0.002 0.049 -0.012 0.357
H 0.88116 -1.95172 -1.11263 -0.532 0.109 -0.063 -0.804
H -0.23863 -0.60359 -1.41633 -0.239 -0.402 -0.432 -0.818
H 0.51554 -1.45558 -2.77974 -0.045 0.129 0.069 0.174
H -2.98088 -2.74860 -2.45857 0.009 -0.033 0.027 0.435
H -1.86166 -2.12474 -3.68987 0.003 -0.012 -0.002 0.211
H -2.39867 -1.07795 -2.36789 0.006 -0.009 0.031 -0.086
H -0.86208 0.26020 2.96440 -0.048 -0.046 0.071 -0.455
H -2.11670 1.34293 3.60837 0.038 -0.008 -0.069 0.486
H -2.30776 0.62533 1.99283 -0.010 -0.020 0.066 0.186
H -4.51611 -1.28673 4.25671 -0.027 0.005 -0.036 0.433
H -4.49568 0.11312 3.17749 -0.020 0.021 -0.097 0.324
H -4.03223 0.30473 4.87373 0.044 -0.007 -0.007 0.274
Cl 1.29857 3.43152 7.91924 0.003 -0.027 -0.043 -0.260
C 1.33987 2.73701 6.31729 0.096 -0.086 0.117 -0.008
C 2.19109 1.65040 6.06352 -0.042 0.049 0.039 -0.667
C 2.24074 1.08966 4.81800 -0.058 -0.027 -0.117 0.375
Cl 3.30431 -0.25546 4.56571 -0.034 -0.008 -0.005 -0.240
C 1.44037 1.55040 3.70655 0.073 -0.136 -0.187 -0.931
O 1.47598 0.99633 2.56013 0.121 0.154 0.706 1.428
C 0.60573 2.67307 4.02933 0.101 -0.137 -0.115 1.385
C -0.21662 3.29268 3.02300 0.002 0.055 -0.083 -1.223
O -0.24366 3.02295 1.82975 -0.101 0.319 0.516 0.073
C 0.56328 3.23458 5.31769 -0.130 0.113 -0.045 -1.163
H 2.80901 1.25116 6.85847 -0.022 0.017 -0.056 0.500
H -0.86575 4.10691 3.39737 0.002 0.036 -0.041 0.189
H -0.09364 4.07840 5.50390 0.025 -0.041 -0.020 0.412
C -5.67649 2.29975 -3.44223 0.112 0.085 0.012 -0.890
C -5.50861 3.47569 -2.47919 0.073 -0.171 0.030 -0.694
N -4.12539 3.80311 -2.12374 -0.018 -0.240 0.067 0.189
C -3.54332 4.95553 -2.79964 0.028 -0.171 0.020 -0.838
C -3.13770 4.65509 -4.24086 -0.017 -0.044 0.036 -0.870
C -3.42620 3.00092 -1.25740 0.389 0.128 -0.387 0.200
S -1.84619 3.40375 -0.75750 -0.130 0.541 -0.135 -0.229
N -4.11946 1.94151 -0.81944 -0.118 -0.489 0.155 -0.143
C -3.55094 0.83937 -0.31572 -0.104 0.409 0.026 -1.377
O -2.35077 0.49614 -0.32735 0.186 -0.134 -0.061 -0.105
C -4.53952 -0.11634 0.32314 -0.036 -0.010 -0.122 0.665
C -5.89078 0.19976 0.45940 0.005 0.015 -0.006 -0.279
C -6.77033 -0.70279 1.04188 0.037 0.008 0.017 -0.796
C -6.30754 -1.93520 1.49053 0.014 0.022 -0.007 -0.822
C -4.96294 -2.25345 1.35694 -0.024 0.040 -0.019 -0.490
C -4.08433 -1.34824 0.77726 0.136 -0.109 -0.004 0.282
H -6.73755 2.14367 -3.66268 0.082 0.030 0.016 0.381
H -5.27766 1.39532 -2.98654 -0.017 -0.015 -0.028 0.102
H -5.14879 2.48014 -4.38200 -0.053 -0.034 0.058 0.282
H -6.05583 3.26248 -1.56070 -0.012 0.003 0.015 0.363
H -5.93657 4.37369 -2.92658 -0.003 0.064 0.020 0.419
H -2.67291 5.26277 -2.23481 0.120 0.047 0.133 0.344
H -4.27193 5.77083 -2.77287 -0.020 -0.005 0.022 0.393
H -2.43924 3.81376 -4.25964 -0.043 0.050 -0.022 0.019
H -2.64580 5.52480 -4.68668 -0.039 -0.045 0.033 0.411
H -4.00509 4.40414 -4.85840 0.088 0.011 0.030 0.386
H -6.23332 1.16033 0.09653 0.012 -0.034 0.009 0.437
H -7.81973 -0.44853 1.14339 0.048 0.001 -0.006 0.400
H -6.99288 -2.64355 1.94301 0.023 0.029 -0.017 0.398
H -4.59685 -3.20750 1.71159 0.056 -0.073 0.028 0.445
H -3.02973 -1.58313 0.67551 0.006 -0.028 0.034 0.567
C 4.60146 3.96562 -5.84357 0.022 0.002 -0.052 -0.785
C 3.98473 5.18557 -5.17601 0.021 -0.133 0.121 -0.957
N 3.40602 4.85926 -3.87259 -0.035 0.064 0.059 0.653
C 1.98800 4.46947 -3.85783 -0.041 0.197 0.077 0.253
C 1.05068 5.61447 -3.48460 0.037 -0.024 -0.073 -0.908
C 4.13786 5.12476 -2.75871 -0.008 0.060 -0.138 0.497
O 5.24816 5.64922 -2.78397 -0.233 -0.117 -0.103 -0.710
C 3.54228 4.77203 -1.42387 0.156 -0.063 0.081 -0.011
C 3.59085 5.71269 -0.40527 -0.024 0.090 -0.017 -0.600
C 3.13185 5.37246 0.85539 -0.027 0.021 0.000 -1.326
C 2.62615 4.09801 1.05420 0.101 -0.126 -0.075 -0.291
N 2.58046 3.17930 0.08411 0.000 0.041 0.014 0.416
C 3.05994 3.50624 -1.12270 -0.235 0.015 0.195 -0.483
H 5.01419 4.23770 -6.81967 -0.032 -0.046 0.062 0.480
H 3.86011 3.17692 -5.99212 0.022 0.004 0.010 0.066
H 5.40636 3.56586 -5.22487 -0.044 -0.014 -0.023 0.205
H 3.19454 5.60620 -5.80181 -0.020 0.038 0.037 0.406
H 4.74446 5.94418 -5.01881 0.039 0.117 0.002 0.486
H 1.82281 3.62945 -3.19210 -0.007 -0.086 -0.054 -0.776
H 1.75342 4.11398 -4.86098 0.037 -0.096 -0.015 0.591
H 1.25154 5.95804 -2.46750 -0.037 0.007 -0.045 0.188
H 0.01270 5.27083 -3.52394 0.081 0.016 0.026 -0.002
H 1.16824 6.45969 -4.16871 0.002 -0.023 0.040 0.384
H 3.98533 6.70050 -0.61192 0.043 -0.048 0.010 0.501
H 3.15859 6.08427 1.67084 -0.008 -0.049 -0.021 0.497
H 2.26118 3.78949 2.02986 0.000 0.018 -0.137 0.221
H 3.01885 2.71760 -1.86690 0.032 -0.022 0.020 0.569
C 2.90245 -1.77712 1.27527 0.125 -0.088 -0.023 0.584
N 4.11727 -2.58500 1.45167 -0.029 0.018 -0.026 0.176
C 4.34768 -3.33495 0.21345 0.018 0.149 0.013 -0.760
N 4.49982 -2.45430 -0.95058 -0.042 0.024 0.061 0.117
C 3.27742 -1.64872 -1.07545 0.383 -0.119 0.157 -0.181
N 3.01927 -0.84613 0.13557 -0.337 0.025 -0.037 1.778
C 4.18466 0.02444 0.38077 0.075 -0.064 0.044 0.026
N 5.42565 -0.74811 0.52907 -0.068 -0.047 -0.039 0.170
C 5.25001 -1.67506 1.65239 -0.102 0.027 -0.103 -0.646
C 5.62158 -1.54404 -0.69026 -0.066 -0.003 0.094 -0.709
H 2.71114 -1.20315 2.17845 -0.020 0.045 0.009 -0.848
H 2.05847 -2.44405 1.09674 -0.094 -0.068 -0.012 -0.356
H 3.50206 -4.00107 0.04222 -0.091 -0.072 0.020 0.255
H 5.25357 -3.93688 0.32341 0.006 0.014 0.004 0.373
H 2.43038 -2.31967 -1.23945 0.550 -0.044 0.033 0.800
H 3.37226 -0.98161 -1.92989 -0.028 0.084 -0.043 -1.033
H 4.00603 0.59409 1.29685 -0.033 -0.040 -0.030 -0.228
H 4.29169 0.71737 -0.45241 -0.013 0.009 -0.092 -0.379
H 5.08501 -1.09535 2.56077 -0.008 0.000 0.012 0.262
H 6.16138 -2.26564 1.77068 0.019 -0.016 -0.013 0.367
H 6.53529 -2.13306 -0.58111 0.001 -0.023 0.019 0.387
H 5.73735 -0.87515 -1.54036 -0.018 0.045 -0.031 0.220
```
Positions in Å, forces in eV/Å.

## Properties
LUMO energy = 1.8 eV
Total energy = -7081.6662 Eh
Multiplicity = 1
Total charge = -1

Record 2
Entry from OMol25: a molecular structure, C7H13FGaO4S (ωB97M-V with the def2-TZVPD basis set).

```
27
Properties=species:S:1:pos:R:3:forces:R:3:mulliken_charge:R:1
C 4.67626 -1.08899 0.73392 -0.146 0.411 0.393 -0.254
C 4.04347 -2.11303 0.65446 -0.626 -0.755 -0.820 -0.250
C 3.21878 -3.27905 0.31465 0.798 0.255 0.285 -0.869
Ga 1.20874 -3.07364 0.74929 -0.449 -0.094 0.289 0.112
C 0.48590 -1.14511 0.64984 0.288 -0.360 -0.778 0.249
C 1.33017 -0.15844 -0.18703 -0.771 -0.174 1.045 -0.779
F 0.24142 -0.58635 1.94545 -0.042 0.250 -0.125 -0.368
H 4.87865 -0.06195 0.92175 0.315 -0.059 0.001 0.387
H 3.32093 -3.48082 -0.75940 -0.053 0.154 0.123 0.264
H 3.62188 -4.16482 0.82306 -0.239 0.091 0.036 0.365
H 0.82445 -3.70100 2.18682 0.194 0.052 0.054 -0.264
H 0.40741 -3.95828 -0.34999 0.089 0.072 -0.159 -0.257
H -0.50189 -1.21656 0.16197 0.078 0.038 0.297 0.120
H 0.68713 0.65479 -0.56056 0.561 -0.245 -0.087 0.127
H 1.80332 -0.73971 -0.98349 0.016 0.416 -0.097 0.283
H 2.08979 0.25432 0.48423 0.118 -0.085 -0.326 0.176
C -3.05936 3.33412 0.18189 -0.358 0.293 -0.047 -0.322
C -3.79357 2.03365 -0.06903 0.220 -0.347 0.445 -0.316
O -3.53143 1.73053 -1.44310 0.052 0.535 -0.147 -0.321
S -2.06330 2.26308 -1.83521 -0.191 -0.069 0.461 1.057
O -1.15265 1.18683 -1.73831 0.047 0.119 -0.359 -0.446
O -2.17645 3.06919 -2.99762 0.004 -0.115 -0.114 -0.573
O -1.84372 3.21854 -0.55850 -0.087 -0.335 -0.106 -0.305
H -3.61886 4.18819 -0.20861 -0.027 -0.018 0.026 0.277
H -2.84590 3.49253 1.23616 0.237 -0.054 -0.060 0.310
H -4.86326 2.11819 0.10544 -0.026 -0.021 -0.266 0.302
H -3.38790 1.22381 0.54191 -0.002 0.047 0.037 0.295
```
Positions in Å, forces in eV/Å.

## Properties
LUMO energy = 2.3 eV
Total energy = -2998.2128 Eh
Multiplicity = 1
Total charge = -1

no.,F_max (hartree/bohr),highest occupied orbital energy (eV),Kohn-Sham gap (Eh)
1,0.0143,-5.20,0.2586
2,0.0255,-4.42,0.2468